#P
ORCA calculation (ωB97M-V/def2-TZVPD) on 11 unconnected molecules or ions with the total composition C5H31N2O11.

```
! RIJCOSX wB97M-V def2-TZVPD def2/J DEFGRID3
* xyz 1 1
H -1.3663 -0.4776 3.1206
H -1.2981 0.3991 4.5370
O -3.5395 -0.6921 -0.7190
H -2.7469 1.4540 2.2362
H -3.5809 0.0025 -0.0369
O 3.1165 -2.8029 -0.1243
H 2.2511 -2.8943 -0.5933
H -4.5058 -0.7111 -0.8131
C 0.3152 -0.1776 1.0435
O -2.8580 2.0862 1.5634
O 1.6437 2.2996 3.4745
H -3.4519 2.7599 1.9037
H 1.0567 0.5205 -1.9671
N 1.2904 0.8569 -1.0293
H 1.4922 -4.9135 -1.2310
H 2.1237 0.4869 -0.5251
H 4.3725 0.4174 0.1707
H -1.9498 0.3264 -2.5071
O -1.7944 -0.2155 -3.2901
H -2.6980 -0.2863 -3.6162
C -0.9406 -1.0001 1.0932
H 3.5476 -3.5046 -0.6307
H 1.6373 1.8267 -1.1661
O 1.1760 -4.0180 -1.3741
O 1.2895 -0.5710 -3.7714
O 0.2407 2.6739 -2.7132
H -0.6299 2.5428 -3.1174
H 2.0474 -1.1538 -3.6533
O -1.0742 1.1921 4.0517
C 0.0753 0.8539 -0.1138
H -0.6977 0.5601 -0.8275
N -1.2548 -1.7867 0.0125
H -0.7174 -1.5384 -0.8008
H -2.4853 -1.7073 2.4728
H 0.2403 -4.0270 -1.5850
H 2.0383 1.7193 2.8199
H -0.8316 2.3459 1.4410
H -0.1758 1.4675 4.2767
C -1.5845 -1.1416 2.2639
H 3.7872 -0.9635 0.3346
H 0.2801 0.4358 1.9605
H 0.7572 -1.0060 -4.4461
H 0.5970 3.2416 -3.4098
H 2.0132 3.1796 3.4016
O 3.5448 -0.0240 0.4003
O 0.1858 3.1585 -0.0345
H -1.8593 -2.5752 -0.0098
H 1.2128 -0.8018 1.0246
C -0.2916 2.1828 0.5032
*
```

## Properties
Molecular weight = 295.306 Da
E_LUMO = -2.44 eV
Kohn-Sham gap = 8.1 eV

Results of the Löwdin charge analysis, in e, for atoms 1 through 6:
1 H 0.022
2 H 0.042
3 O -0.068
4 H -0.008
5 H 0.036
6 O -0.082

***

#Q
ORCA calculation (ωB97M-V/def2-TZVPD) on 11 unconnected molecules or ions with the total composition C5H31N2O11.

```
! RIJCOSX wB97M-V def2-TZVPD def2/J DEFGRID3
* xyz 1 1
H 1.8847 1.3593 0.0481
O -0.0972 -3.0938 2.5508
O -0.4175 1.1549 0.0908
C -0.6911 1.6064 -1.0132
H -3.5122 -1.7270 0.3002
O -0.5287 -0.4577 3.0836
H 0.2419 -3.4487 3.4472
H -2.5595 1.0202 1.9681
C -3.0611 -1.3528 -0.6480
C -1.0608 -0.5715 -1.9498
H 1.3225 -0.5081 -4.4658
H 1.8810 4.1475 -1.5859
H -0.3612 2.6908 -1.2212
H -3.4353 0.8076 -2.5785
O 2.3366 -0.2146 3.4009
H 3.0404 -0.5293 -1.1697
H 0.2354 -0.4860 3.6644
H -1.4239 3.2137 3.0163
C -1.3938 0.8432 -2.0749
O 3.2943 -1.1123 -1.9639
H 4.2294 -0.7464 -2.0896
H -0.7437 0.4493 2.9359
H 2.3821 0.6764 3.5892
H 3.2485 2.1325 0.1729
O 2.1554 3.5408 -1.0064
H 2.5634 -2.4794 -1.0389
H 2.8858 3.1834 -1.5650
H 0.0013 -0.7262 -1.8804
N -0.7337 -1.8027 0.3304
H -3.9303 1.1438 2.2052
O -1.0163 2.4222 2.6540
H -1.2492 -1.1413 -2.8408
H -0.5706 -2.7778 0.2115
N -2.7915 1.3721 -1.9887
H -3.1639 1.4370 -1.1088
H -1.1616 1.2074 -3.1207
H -3.7525 -1.1986 -1.3934
O 2.8278 1.3038 0.1177
H -1.0336 -1.5366 1.3806
H 0.2256 -1.4419 0.2423
O 1.9551 -2.5888 -0.2336
O 1.1598 -0.6884 -3.5368
H 2.7818 -0.2883 2.5731
H 2.5950 -3.1109 0.4041
H -0.3313 2.7123 2.0352
H -0.7096 -2.3460 2.8049
C -1.7416 -1.2231 -0.7352
H 1.5565 -1.5508 -3.5788
O -3.3324 0.7245 1.5606
*
```

## Properties
Molecular weight = 295.306 Da
E_LUMO = -2.36 eV
Kohn-Sham gap = 10.0 eV

Results of the Löwdin charge analysis, in e, for atoms 1 through 6:
1 H 0.000
2 O -0.116
3 O 0.035
4 C -0.168
5 H 0.097
6 O -0.048

***

Least stable of them? #Q.

***

#P
ORCA calculation (ωB97M-V/def2-TZVPD) on 3 unconnected molecules or ions with the total composition C4H4N2.

```
! RIJCOSX wB97M-V def2-TZVPD def2/J DEFGRID3
* xyz 0 1
C 1.9800 1.4102 0.2271
H 1.8380 2.2493 0.8736
C -2.6242 -0.0068 0.1669
H -0.6818 0.9824 -0.4830
C 2.1347 0.4609 -0.4962
N -0.2339 -2.4799 0.6879
C -1.6035 0.5269 -0.1807
N 0.4503 -2.2670 -0.1463
H 2.2657 -0.3887 -1.1319
H -3.5252 -0.4874 0.4825
*
```

## Properties
Molecular weight = 80.090 Da
SMILES string = C#C.C#C.N#N
E_LUMO = 1.28 eV
Kohn-Sham gap = 11.9 eV

Results of the Löwdin charge analysis, in e, for atoms 1 through 6:
1 C -0.013
2 H 0.023
3 C -0.021
4 H -0.011
5 C -0.035
6 N 0.039

***

#Q
ORCA calculation (ωB97M-V/def2-TZVPD) on a single C4H4N2 molecule.

```
! RIJCOSX wB97M-V def2-TZVPD def2/J DEFGRID3
* xyz 0 1
H 0.7044 -2.1675 1.2381
H 1.4255 -1.5822 -0.9765
C -0.6727 0.8738 0.1352
C 0.1677 0.2898 -0.8985
C 0.6366 -0.9726 -0.5980
H 0.2050 0.9243 -1.7681
C 0.4323 -1.2671 0.8190
N -0.3163 -0.5744 1.5055
H -1.4642 2.4665 0.6798
N -1.1182 2.0095 -0.1365
*
```

## Properties
Molecular weight = 80.090 Da
E_LUMO = -0.53 eV
Kohn-Sham gap = 8.6 eV

Results of the Löwdin charge analysis, in e, for atoms 1 through 6:
1 H 0.083
2 H 0.087
3 C -0.192
4 C -0.075
5 C -0.042
6 H 0.104

***

Least stable of them? #Q.

***

#P
ORCA calculation (ωB97M-V/def2-TZVPD) on a single C4H4N2 molecule.

```
! RIJCOSX wB97M-V def2-TZVPD def2/J DEFGRID3
* xyz 0 1
C -0.6182 -0.0130 -0.4721
C 1.0132 -0.6757 0.8201
N -1.9114 0.2720 -0.6089
N 0.4685 0.9889 -0.5720
C -0.2146 -1.1823 0.4133
H -1.8619 1.0546 -1.0761
H -1.0017 -1.8832 0.8150
H 1.7557 -1.1314 1.6286
C 1.3395 0.5220 0.2885
H 2.0892 1.2285 0.6003
*
```

## Properties
Molecular weight = 80.090 Da
SMILES string = [H]/N=C1/C=CC=N1
E_LUMO = -1.13 eV
Kohn-Sham gap = 8.8 eV

Results of the Löwdin charge analysis, in e, for atoms 1 through 6:
1 C -0.353
2 C -0.132
3 N 0.204
4 N 0.104
5 C 0.028
6 H -0.035

***

#Q
ORCA calculation (ωB97M-V/def2-TZVPD) on a single C4H4N2 molecule.

```
! RIJCOSX wB97M-V def2-TZVPD def2/J DEFGRID3
* xyz 0 1
H -0.9672 -2.1371 -0.8779
H 0.6165 -2.4875 -0.0424
C 1.1853 0.3247 0.5482
H -0.3308 -0.9396 1.2790
C 0.0061 -1.6755 -0.5770
C -1.2270 0.4018 -0.1056
N -1.9470 1.2231 -0.5328
N 2.1230 0.9757 0.5122
H 0.4434 -1.3450 -1.5342
C -0.1300 -0.4648 0.3543
*
```

## Properties
Molecular weight = 80.090 Da
SMILES string = CC(C#N)C#N
E_LUMO = 0.44 eV
Kohn-Sham gap = 12.6 eV

Results of the Löwdin charge analysis, in e, for atoms 1 through 6:
1 H 0.097
2 H 0.113
3 C -0.153
4 H 0.116
5 C -0.077
6 C -0.180

***

#R
ORCA calculation (ωB97M-V/def2-TZVPD) on a single C4H4N2 molecule.

```
! RIJCOSX wB97M-V def2-TZVPD def2/J DEFGRID3
* xyz 0 1
H -0.3029 -1.8145 0.2357
H 2.7639 0.0919 0.6035
C 1.9140 0.1494 -0.1450
H 2.2690 0.1352 -1.2490
C 0.9490 1.2475 0.2360
N -2.4140 0.5305 -0.2723
C -0.5941 -0.8442 0.0548
H -3.1529 0.8346 0.2097
N -1.8366 -0.4147 0.2777
C 0.4047 0.0843 0.0489
*
```

## Properties
Molecular weight = 80.090 Da
E_LUMO (spin up / spin down) = -1.43 / -1.55 eV
Kohn-Sham gap (spin up / spin down) = 7.4 / 6.8 eV

Results of the Löwdin charge analysis, in e, for atoms 1 through 6:
1 H 0.096
2 H 0.094
3 C -0.125
4 H 0.119
5 C 0.071
6 N 0.156

***

Least stable of them? #R.